Entry from the OMol25 dataset: C16H20F9N4O2PtS as an isolated structure (the ωB97M-V functional and the def2-TZVPD basis).

Positions of all 53 atoms, in Å:
Pt -0.4248 1.0192 1.5061
C -1.7074 2.2609 -1.2206
N -0.5821 3.1902 -1.2030
C -0.2714 3.8392 -2.4732
C 0.1256 3.4727 -0.1319
O 0.0416 2.9708 1.0129
H -2.4660 2.6664 -1.8879
H -2.1265 2.1542 -0.2245
H -1.3979 1.2794 -1.5784
H -1.1254 4.4263 -2.8087
H -0.0455 3.0820 -3.2239
H 0.5914 4.4902 -2.3594
H 0.8602 4.2696 -0.2701
F -4.0018 -1.9451 1.0235
C -3.1410 -1.1079 1.5967
F -3.5994 -0.7955 2.8134
F -3.1556 0.0266 0.8741
C -1.7008 -1.7079 1.6976
O -0.7589 -0.8344 2.1530
C -1.7261 -2.8654 2.7558
F -0.6215 -3.6063 2.6494
F -2.7817 -3.6677 2.6148
F -1.7600 -2.3606 3.9913
C -1.3132 -2.3201 0.3140
F -0.0059 -2.6031 0.2783
F -1.5469 -1.4391 -0.6826
F -1.9796 -3.4348 0.0278
S -2.9113 3.1023 4.6062
C -2.3338 1.6086 5.2034
C -1.6046 0.9745 4.2591
N -1.5073 1.6775 3.0778
C -2.1474 2.8210 3.1308
H -2.5589 1.2724 6.2009
H -1.1316 0.0098 4.3324
H -2.1703 3.5195 2.3097
N 0.7360 0.3560 0.0142
C 1.4177 -0.3660 -0.5810
N 2.1903 -1.1459 -1.2615
C 1.6568 -2.0343 -2.3131
C 2.4011 -1.7872 -3.6157
C 3.9101 -1.8989 -3.4105
C 4.3891 -0.9416 -2.3218
C 3.6457 -1.1894 -1.0190
H 0.5875 -1.8534 -2.4018
H 1.7969 -3.0644 -1.9750
H 2.1489 -0.7910 -3.9915
H 2.0578 -2.5093 -4.3576
H 4.4315 -1.6940 -4.3453
H 4.1624 -2.9259 -3.1275
H 4.2277 0.0936 -2.6363
H 5.4584 -1.0627 -2.1440
H 3.8859 -0.4514 -0.2562
H 3.8823 -2.1800 -0.6214

* 2S+1: 1
* charge: +1
* energy relative to the best compared isomer or geometry (same formula, charge and spin): 0.0 kcal/mol
* energy: -2407.349090 a.u.
* F_max: 0.0032 Eh/bohr
* gap between HOMO and LUMO: 9.9 eV